# 1
Molecular formula: C30H50P4STb
Method: DFT, wB97M-V/def2-TZVPD

For the energy relative to the best compared isomer or geometry (same formula, charge and spin), the calculation gives 0.0000 eV. Its net charge is +3. For the HOMO energy (alpha / beta), the calculation gives -16.1 / -16.1 eV. The spin multiplicity is 7.

Each line ends with the Mulliken spin population.
Cartesian coordinates (Å):
Tb: -0.54028 0.88122 0.70502  6.058
P: -0.31675 -1.20467 -1.60310  0.002
P: 2.38613 0.72005 0.03685  -0.031
P: -0.40759 2.35530 -1.65929  -0.004
H: -2.01666 0.68393 3.20694  -0.002
C: -2.57071 0.97994 2.30183  -0.003
C: -2.96612 0.13457 1.26760  0.017
H: -3.30708 -0.90536 1.40361  0.000
C: -0.28878 -3.04608 -1.51895  -0.008
C: 0.96899 -1.11750 -2.92493  -0.006
C: -1.80187 -1.08945 -2.68058  -0.004
C: 3.07238 1.67851 1.44518  0.001
C: 3.53659 -0.70204 0.17253  -0.002
C: 3.29580 1.53890 -1.35752  -0.003
C: -2.15863 2.77266 -2.03879  0.000
C: 0.23313 2.38369 -3.38357  -0.005
C: 0.35610 3.93375 -1.10278  -0.002
H: -3.02001 1.98324 2.37446  0.000
H: -3.30971 0.56865 0.31907  -0.004
H: -1.14769 -3.43630 -0.96558  0.001
H: 0.62819 -3.39833 -1.03907  0.001
H: -0.31095 -3.44066 -2.54382  0.000
H: 1.96014 -1.37780 -2.52650  0.000
H: 1.01800 -0.12909 -3.39782  0.002
H: 0.70705 -1.85889 -3.69823  -0.001
H: -2.69600 -1.31644 -2.08822  0.001
H: -1.71768 -1.83093 -3.48629  0.000
H: -1.90224 -0.09402 -3.12833  0.000
H: 4.11938 1.92599 1.24336  0.000
H: 3.01289 1.08330 2.36223  0.003
H: 2.50960 2.60637 1.58273  -0.001
H: 4.55778 -0.37844 -0.06480  -0.001
H: 3.26757 -1.50310 -0.52380  0.000
H: 3.52313 -1.11290 1.18493  0.001
H: 4.37517 1.49954 -1.14296  -0.001
H: 3.00906 2.58815 -1.48111  0.000
H: 3.12080 1.01098 -2.30483  0.001
H: -2.22062 3.81031 -2.40046  -0.001
H: -2.79292 2.68372 -1.14353  0.002
H: -2.56415 2.08854 -2.79807  0.000
H: 0.02980 3.37337 -3.83641  -0.001
H: -0.24576 1.61844 -4.00917  0.000
H: 1.31759 2.21447 -3.40669  0.000
H: -0.08741 4.77290 -1.65088  0.000
H: 1.43799 3.91998 -1.26870  0.000
H: 0.19540 4.10473 -0.02853  0.002
C: -3.15506 5.34597 1.90059  -0.003
C: -2.58191 6.54706 2.37665  -0.001
C: -3.36566 7.55084 2.93802  0.000
C: -4.74294 7.38721 3.07837  -0.002
C: -5.34796 6.21722 2.59215  0.000
C: -4.55721 5.22027 2.01797  -0.001
S: -2.16368 4.12840 1.06070  -0.003
H: -1.38617 3.26000 1.86453  0.009
H: -1.51435 6.68091 2.25317  0.000
H: -2.90134 8.47967 3.27641  0.000
H: -5.35541 8.13487 3.57952  0.000
H: -6.43187 6.08533 2.66982  0.000
H: -5.01693 4.31056 1.62256  0.000
C: -0.93735 -1.81310 3.72447  -0.003
P: -0.11389 -1.94277 2.09148  0.004
C: 1.58551 -2.31337 2.68741  -0.007
C: 2.12574 -1.49936 3.69904  0.000
C: 3.42472 -1.70754 4.15810  0.002
C: 4.22117 -2.70583 3.60335  -0.002
C: 3.72184 -3.49357 2.57096  0.001
C: 2.41447 -3.29321 2.10881  0.000
C: -0.81426 -3.61621 1.68110  -0.004
C: -0.14275 -4.85543 1.74478  -0.001
C: -0.71682 -6.01706 1.20902  0.000
C: -2.00645 -5.99366 0.68947  -0.001
C: -2.75455 -4.80428 0.77438  0.001
C: -2.16832 -3.65080 1.29325  0.005
H: -0.52612 -0.97836 4.30232  0.000
H: -0.74041 -2.76389 4.24315  0.000
H: -2.01463 -1.67345 3.59209  0.000
H: 1.52470 -0.71530 4.15606  0.000
H: 3.81949 -1.07877 4.95068  0.000
H: 5.23540 -2.89089 3.97990  0.000
H: 4.32806 -4.26705 2.10198  0.000
H: 2.04421 -3.93212 1.30742  0.000
H: 0.83629 -4.93883 2.21574  0.000
H: -0.12547 -6.94658 1.23399  0.000
H: -2.44361 -6.90269 0.25257  0.000
H: -3.78706 -4.79655 0.44871  0.000
H: -2.77527 -2.76071 1.39523  -0.001

---

# 2
Molecular formula: C30H51BI2N2NbO14
Method: DFT, wB97M-V/def2-TZVPD

Its net charge is -1. For the HOMO energy, the calculation gives -4.6 eV.

Each line ends with the Mulliken charge.
Cartesian coordinates (Å):
C: 4.06018 1.90795 -0.49376  -0.928
C: 2.88010 1.35921 0.28228  0.386
O: 2.68548 1.70852 1.43578  -0.596
N: 2.02630 0.46038 -0.38736  -0.069
C: 2.70956 -0.81644 -0.64194  -0.823
Nb: 0.82315 1.00825 -1.99687  -0.753
B: -0.27978 2.28795 -3.62819  0.695
N: -0.95270 1.41135 -4.61692  -0.302
O: -0.36793 3.63662 -3.84645  -0.541
C: -1.22412 0.05993 -1.44858  0.202
I: -1.23551 -2.03340 -1.77884  -0.106
C: -2.32275 0.67417 -0.97360  0.194
C: -2.41357 2.15943 -0.67991  -0.997
I: -4.14708 -0.32527 -0.49095  -0.062
H: 4.45381 1.20618 -1.23208  0.331
H: 4.83440 2.21707 0.21438  0.310
H: 3.69816 2.77923 -1.05043  0.181
H: 3.72129 -0.69013 -1.04729  0.360
H: 2.79510 -1.37434 0.30031  0.248
H: 2.12638 -1.41865 -1.34807  0.249
H: 0.68889 2.61963 -1.05344  -0.088
H: 2.18553 1.73063 -2.95330  -0.113
H: 1.13057 -0.40251 -3.17717  0.062
H: -1.44019 0.67986 -4.09842  0.190
H: -0.25724 0.88228 -5.14398  0.107
H: -0.15622 4.07644 -3.01524  0.266
H: -2.58092 2.72021 -1.60564  -0.055
H: -3.25387 2.39195 -0.02481  0.463
H: -1.48578 2.49198 -0.20080  0.229
O: 2.61700 -1.98390 5.96228  -0.670
C: 2.34598 -0.88963 5.53714  0.467
O: 1.34012 -0.69105 4.67292  -0.362
C: 1.30958 0.70011 4.24266  0.467
C: 2.03025 1.45892 5.35066  -0.610
C: 3.04350 0.42284 5.82663  -0.037
H: 1.82379 0.78369 3.28821  -0.183
H: 0.27334 0.99265 4.11192  0.050
H: 2.47002 2.38787 4.99514  0.415
H: 1.33282 1.69690 6.15689  0.211
H: 3.96419 0.45547 5.24780  -0.024
H: 3.29487 0.48951 6.88241  0.327
O: 1.77019 -2.71694 -6.26471  -0.570
C: 1.19352 -2.06840 -7.08161  0.403
O: 0.36200 -1.04564 -6.75914  -0.255
C: -0.27217 -0.51587 -7.92901  -0.345
C: 0.63748 -0.90485 -9.09176  -0.526
C: 1.21540 -2.22456 -8.59638  -0.413
H: -1.26524 -0.96472 -8.01496  0.234
H: -0.38356 0.55694 -7.78940  0.307
H: 0.10691 -0.96882 -10.03951  0.320
H: 1.43518 -0.16831 -9.19681  0.279
H: 0.58375 -3.07841 -8.85161  0.244
H: 2.22983 -2.42853 -8.92892  0.292
O: 5.99608 1.07338 5.49609  -0.575
C: 6.92095 0.36887 5.22471  0.499
O: 7.71094 0.59628 4.14611  -0.346
C: 8.66084 -0.46703 3.98685  -0.427
C: 8.78611 -1.10582 5.36845  -0.466
C: 7.38630 -0.89021 5.93232  -0.411
H: 8.26925 -1.16673 3.24496  0.271
H: 9.58502 -0.03501 3.61069  0.299
H: 9.10023 -2.14626 5.32452  0.320
H: 9.51470 -0.55452 5.96479  0.255
H: 6.69603 -1.69261 5.66183  0.270
H: 7.34438 -0.74689 7.00860  0.315
O: -1.82914 1.87187 4.40536  -0.604
C: -2.60526 1.14914 4.95383  0.544
O: -2.86304 1.28178 6.28564  -0.374
C: -3.75580 0.25162 6.72910  -0.437
C: -4.48574 -0.21125 5.47527  -0.526
C: -3.42225 -0.00399 4.39933  -0.207
H: -3.16238 -0.54986 7.17647  0.261
H: -4.40453 0.67806 7.49134  0.313
H: -4.84755 -1.23449 5.54892  0.331
H: -5.33964 0.43965 5.28108  0.278
H: -2.77381 -0.87574 4.29158  0.198
H: -3.83754 0.24906 3.42785  0.211
O: -4.91421 -4.15178 3.28883  -0.587
C: -4.45620 -4.54259 2.25361  0.445
O: -4.33977 -5.87279 1.99394  -0.381
C: -3.67111 -6.07652 0.73682  -0.440
C: -3.87701 -4.78200 -0.03978  -0.315
C: -3.91530 -3.75011 1.08279  0.123
H: -2.61491 -6.27082 0.93844  0.252
H: -4.10808 -6.95491 0.26695  0.313
H: -3.10381 -4.59574 -0.78130  0.174
H: -4.83991 -4.80738 -0.55260  0.256
H: -2.91903 -3.37903 1.33140  0.200
H: -4.56071 -2.90715 0.85943  -0.110
O: -5.04483 3.28269 -2.12908  -0.581
C: -4.86872 3.19252 -3.30876  0.562
O: -4.30038 2.10886 -3.87934  -0.245
C: -4.11630 2.32093 -5.29335  -0.335
C: -5.12301 3.40310 -5.66813  -0.473
C: -5.18533 4.21887 -4.38336  -0.545
H: -3.08050 2.62073 -5.45116  0.160
H: -4.28188 1.36805 -5.79181  0.314
H: -4.82008 3.96776 -6.54777  0.312
H: -6.09990 2.95816 -5.86746  0.273
H: -4.41231 4.98922 -4.34027  0.244
H: -6.15084 4.67688 -4.18332  0.331

---

# 3
Molecular formula: C30H51BN7PdS2
Method: DFT, wB97M-V/def2-TZVPD

Its net charge is +3. For the HOMO energy (alpha / beta), the calculation gives -16.4 / -16.4 eV. The spin multiplicity is 5.

Each line ends with the Mulliken spin population.
Cartesian coordinates (Å):
Pd: 9.36691 -10.89670 8.30471  1.201
C: 10.54115 -6.62922 10.75418  0.003
C: 10.08971 -7.77737 9.83333  0.028
C: 8.70013 -8.35291 10.23142  0.022
C: 11.09620 -8.87183 9.79528  -0.029
C: 12.33325 -8.98585 10.50357  0.040
C: 12.91816 -10.23281 10.14103  0.013
C: 14.14883 -10.84022 10.76282  -0.001
C: 13.77657 -11.77061 11.96575  0.002
C: 15.27080 -11.46540 9.91623  0.000
N: 12.02473 -10.88988 9.33100  0.022
N: 10.93339 -9.98333 9.10701  0.248
B: 12.09804 -12.22321 8.37700  0.004
N: 11.02290 -13.25801 8.91211  0.013
N: 9.68770 -12.79948 8.83611  0.236
C: 8.90475 -13.53212 9.59249  -0.053
C: 9.68518 -14.62055 10.07447  0.020
C: 10.98505 -14.44288 9.60239  0.040
C: 12.05748 -15.46897 9.84981  -0.007
C: 11.86260 -15.96457 11.28973  0.005
C: 13.49798 -15.03912 9.61051  0.000
C: 7.47766 -13.28748 9.75858  0.007
C: 6.77589 -12.65756 8.54821  0.068
C: 7.17473 -12.56766 11.09956  0.003
N: 11.72627 -11.72755 6.86337  -0.085
N: 10.41329 -11.14190 6.69186  0.617
C: 10.25249 -10.75592 5.40881  0.022
C: 11.38744 -11.12604 4.70399  0.235
C: 12.26027 -11.75859 5.59373  0.230
C: 13.59011 -12.33480 5.21617  0.084
C: 14.77237 -11.67362 5.91619  0.028
C: 13.62143 -13.83038 5.30866  0.037
C: 9.02841 -10.01718 4.92561  0.041
C: 8.86801 -8.69082 5.74002  -0.009
C: 7.81842 -10.99185 4.93560  -0.008
H: 9.87880 -5.76073 10.55203  -0.001
H: 10.50240 -6.88369 11.83260  0.000
H: 11.58299 -6.30381 10.49757  -0.001
H: 9.95126 -7.32106 8.84087  -0.001
H: 8.71696 -8.71900 11.26040  -0.005
H: 7.91356 -7.61007 10.10751  0.000
H: 8.43969 -9.18271 9.54748  -0.005
H: 12.64158 -8.32513 11.29716  0.003
H: 14.66994 -9.97642 11.21625  0.001
H: 12.91926 -12.44309 11.70522  -0.001
H: 14.64583 -12.35606 12.30241  0.000
H: 13.48373 -11.10135 12.76901  0.000
H: 15.03782 -12.43848 9.43550  0.000
H: 15.59718 -10.76199 9.12759  0.000
H: 16.10317 -11.64767 10.61883  0.000
H: 13.27898 -12.66043 8.40741  -0.001
H: 9.33065 -15.34461 10.75328  0.004
H: 11.81534 -16.34223 9.18828  0.002
H: 12.05658 -15.16201 12.02765  -0.001
H: 10.83955 -16.30132 11.46889  0.000
H: 12.52118 -16.82870 11.56398  0.001
H: 13.66123 -14.11435 10.19916  0.000
H: 14.18587 -15.87189 9.93920  0.000
H: 13.68090 -14.81498 8.54965  -0.001
H: 7.01709 -14.27711 9.93352  0.003
H: 7.07244 -11.61833 8.51385  -0.032
H: 6.96830 -13.19157 7.59128  -0.004
H: 5.68716 -12.71840 8.70493  0.002
H: 7.75026 -11.59939 11.19577  0.006
H: 6.10852 -12.34931 11.09665  0.000
H: 7.38947 -13.16810 11.98426  0.000
H: 11.48474 -11.01189 3.62959  -0.021
H: 13.72524 -12.07557 4.14599  -0.006
H: 14.77567 -11.90382 6.97903  -0.005
H: 15.68133 -12.06248 5.41735  0.003
H: 14.77227 -10.56006 5.79002  0.002
H: 13.56893 -14.16002 6.36724  -0.013
H: 12.75373 -14.33396 4.83260  0.003
H: 14.53338 -14.24666 4.80697  0.002
H: 9.13459 -9.63895 3.86103  -0.002
H: 8.74813 -8.96454 6.82612  0.003
H: 9.74242 -8.02534 5.65632  -0.001
H: 7.97254 -8.18986 5.44828  0.000
H: 7.41957 -11.10873 5.96776  0.002
H: 7.01552 -10.61805 4.28090  -0.002
H: 8.08715 -11.99164 4.56441  0.004
S: 8.56350 -14.56775 5.68658  1.001
C: 9.45415 -15.96330 5.52373  -0.052
N: 10.57142 -16.25515 6.25445  -0.002
C: 11.23947 -17.52152 6.03393  -0.002
C: 10.44692 -18.27275 4.93385  0.006
S: 9.21152 -17.17602 4.28838  0.027
H: 10.78514 -15.66437 7.06439  0.002
H: 11.25188 -18.07702 6.95883  0.000
H: 12.28637 -17.37179 5.78746  0.000
H: 9.94936 -19.16636 5.35607  0.000
H: 11.10794 -18.63418 4.15645  0.003

---

# 4
Molecular formula: C30H51Br24F6NO5
Method: DFT, wB97M-V/def2-TZVPD

Its net charge is 0. For the HOMO energy, the calculation gives -9.2 eV.

Each line ends with the Mulliken charge.
Cartesian coordinates (Å):
N: -1.64270 3.23831 -3.23513  -0.281
C: -2.94875 3.67121 -2.63824  0.514
O: -3.64645 2.74241 -2.11015  -0.366
O: -3.36076 5.04914 -2.61661  -0.333
C: -4.52484 5.25837 -3.44015  0.286
O: -4.35600 5.07702 -4.69258  -0.465
C: -5.96292 5.74795 -2.87011  0.883
F: -5.72496 7.09231 -2.35386  -0.300
F: -6.92726 5.93128 -3.90208  -0.222
C: -6.50902 4.89356 -1.62778  0.353
F: -7.37358 5.80512 -0.88856  -0.299
F: -5.47313 4.52208 -0.69528  -0.218
C: -7.43501 3.58300 -1.95936  0.788
F: -8.82619 3.94582 -2.07125  -0.267
F: -7.28962 2.73136 -0.79122  -0.255
C: -7.00392 2.64747 -3.22568  0.140
O: -6.35121 1.58674 -2.93417  -0.418
O: -7.30928 2.81564 -4.64534  -0.404
H: -1.74391 2.20338 -3.39864  0.192
H: -0.98805 3.28287 -2.40669  0.101
H: -6.60834 3.35030 -5.10822  0.327
Br: 0.04482 2.23893 -0.91291  -0.118
C: 0.91872 0.50203 -1.06951  -0.282
C: 0.77382 -0.06083 -2.46053  -0.524
Br: -1.01274 -0.78570 -2.74544  -0.156
H: 0.49212 -0.13870 -0.29710  0.107
H: 1.96898 0.69153 -0.83842  0.289
H: 1.44994 -0.90566 -2.60584  0.423
H: 0.94727 0.67589 -3.24538  0.274
Br: -11.36167 2.90839 -7.28533  -0.159
C: -10.61468 4.70917 -7.39182  -0.596
C: -9.10890 4.68556 -7.50297  -0.720
Br: -8.27462 4.31628 -5.77340  0.137
H: -10.97154 5.25314 -6.51612  0.367
H: -11.06020 5.14194 -8.28978  0.365
H: -8.73100 5.66820 -7.79540  0.346
H: -8.73817 3.93614 -8.20333  0.372
Br: 3.09512 0.66890 2.87913  -0.171
C: 3.96878 -1.06753 2.72790  -0.317
C: 3.82566 -1.63116 1.33611  -0.162
Br: 2.03762 -2.35706 1.05011  -0.102
H: 3.54039 -1.70873 3.50019  0.111
H: 5.01881 -0.87798 2.96071  0.348
H: 4.50168 -2.47622 1.19080  -0.081
H: 4.00029 -0.89429 0.55111  0.444
Br: 5.95150 -4.87313 0.89205  -0.169
C: 4.05812 -5.33592 0.81421  -0.235
C: 3.80428 -6.70374 1.39865  -0.169
Br: 4.33529 -8.11120 0.15869  -0.155
H: 3.75200 -5.24755 -0.22904  0.530
H: 3.55356 -4.56641 1.40268  -0.183
H: 2.73639 -6.85906 1.56406  0.392
H: 4.34080 -6.88251 2.33188  -0.082
Br: -9.36972 0.41374 -5.84067  -0.105
C: -7.80806 -0.38913 -4.99337  -0.145
C: -7.32887 -1.59655 -5.76070  -0.628
Br: -8.46771 -3.14411 -5.42956  -0.172
H: -8.08545 -0.61427 -3.96282  0.441
H: -7.04942 0.39399 -4.99736  -0.169
H: -6.33539 -1.89787 -5.42238  0.373
H: -7.30843 -1.44194 -6.84023  0.401
Br: 5.53542 -6.77017 4.80686  -0.178
C: 5.90591 -4.86692 4.60058  0.200
C: 5.38446 -4.07583 5.77432  -0.023
Br: 3.45058 -3.84649 5.66495  -0.193
H: 5.47380 -4.56060 3.64721  -0.209
H: 6.99230 -4.79519 4.54096  0.106
H: 5.79158 -3.06097 5.76816  -0.311
H: 5.59620 -4.54015 6.73830  0.531
Br: 9.14082 -4.20227 6.02421  -0.158
C: 9.50204 -2.29968 5.80075  -0.518
C: 8.96797 -1.50247 6.96528  -0.292
Br: 7.03314 -1.28162 6.84801  -0.084
H: 9.07437 -2.00392 4.84144  0.206
H: 10.59009 -2.22239 5.74730  0.379
H: 9.36933 -0.48682 6.95352  0.072
H: 9.17770 -1.95949 7.93312  0.428
Br: -2.37061 -2.32659 2.31555  -0.149
C: -2.09064 -0.40030 2.42232  -0.464
C: -0.64118 -0.07239 2.68232  -0.012
Br: -0.16902 -0.37733 4.54902  -0.126
H: -2.76418 -0.02275 3.19268  0.421
H: -2.40421 -0.01348 1.45028  0.256
H: -0.45001 0.98909 2.51135  0.338
H: 0.04998 -0.66241 2.07951  -0.266
Br: 7.99395 -9.76282 2.62293  -0.109
C: 8.85046 -9.68646 4.37224  -0.521
C: 8.49472 -10.89064 5.20953  -0.580
Br: 6.69331 -10.73647 5.93705  -0.132
H: 8.55647 -8.74043 4.82932  0.291
H: 9.92195 -9.66652 4.16302  0.347
H: 9.14826 -10.95997 6.08134  0.337
H: 8.53531 -11.82943 4.65599  0.368
Br: -3.06494 1.50608 -5.20332  0.004
C: -2.23454 0.98040 -6.88711  -0.669
C: -1.07008 0.04971 -6.65672  -0.517
Br: 0.49946 1.02429 -6.03483  -0.135
H: -1.95736 1.89920 -7.40565  0.398
H: -3.02458 0.47651 -7.44753  0.358
H: -0.76074 -0.41876 -7.59305  0.381
H: -1.27638 -0.72648 -5.91857  0.287
Br: 9.25243 0.18646 2.96508  -0.089
C: 10.63776 1.47390 3.43866  -0.597
C: 10.91864 1.45435 4.92071  -0.389
Br: 9.52807 2.38675 5.91844  -0.101
H: 10.30651 2.44684 3.07363  0.386
H: 11.51976 1.16110 2.87622  0.338
H: 11.83961 1.99584 5.14518  0.374
H: 10.98556 0.44704 5.33378  0.115
Br: -7.50531 10.23111 1.65531  -0.140
C: -7.16717 8.48102 2.44457  -0.508
C: -8.06706 7.42779 1.84680  -0.491
Br: -9.87421 7.55030 2.56752  -0.128
H: -7.28672 8.58987 3.52325  0.386
H: -6.12075 8.26562 2.21922  0.342
H: -7.72128 6.42794 2.11628  0.335
H: -8.15186 7.49699 0.76204  0.224